85
Properties=species:S:1:pos:R:3:forces:R:3 method="wB97M-V/def2-TZVPD" total_charge=+1 e_tot_ev=-132234.074
C 4.7436 2.6185 1.3631 -1.9 0.4 -1.5
C 3.7992 2.8989 0.3152 1.2 -0.2 1.5
C 2.2742 2.3055 0.2611 0.2 2.8 1.1
C 2.0983 1.0445 -0.7376 -0.1 0.4 0.3
Cl 3.8105 1.0571 -1.5187 -1.9 0.9 -1.4
C 1.9790 -0.4868 -0.0947 3.5 -1.8 -0.5
N 3.3531 -1.0387 -0.4359 -1.4 -2.2 2.6
P 1.7388 -0.6348 1.7806 1.1 2.2 1.5
N 3.0465 -0.1485 2.6388 -0.8 -0.5 -1.9
N 1.1164 -1.3995 -0.9653 -1.1 4.8 -0.5
S 0.7967 -3.1151 -0.9663 -5.6 -5.0 -7.9
O 1.2794 -3.7263 -2.2794 0.4 3.0 5.0
O -0.6948 -3.4409 -0.9029 5.1 2.3 1.8
C 1.5447 -4.2385 0.3548 -1.3 -4.9 1.1
F 1.6773 -5.5264 -0.2810 -0.1 4.6 2.0
F 2.8884 -3.9213 0.8784 -2.6 -0.7 -4.0
F 0.5467 -4.4537 1.3818 3.3 1.0 -3.4
C 0.5368 -0.5654 -1.9032 -1.4 -1.6 -2.1
C -0.4096 -1.2491 -3.0410 -2.9 -3.6 -6.1
O -1.6776 -1.4189 -2.8555 5.0 1.8 1.5
O 0.1002 -1.7569 -4.2401 -0.5 3.4 6.9
C 0.8332 1.0507 -1.7931 0.7 -0.5 -0.2
C 1.3333 1.8020 -3.1620 -0.6 -0.4 -2.3
C 1.9446 0.7660 -4.2644 1.1 0.9 0.4
F 0.2186 2.4466 -3.8728 1.7 -1.2 1.8
C -0.5386 1.6785 -1.2382 -3.1 1.2 1.0
F -1.7030 1.3547 -2.0511 3.4 0.5 1.6
F -0.5474 3.1391 -1.2092 0.8 -3.4 -0.2
C -0.9335 1.2213 0.2521 -0.9 -0.3 4.6
C -0.8078 2.2745 1.4448 -1.3 -3.5 1.3
C -1.2072 1.8612 2.9310 -0.5 -2.8 -2.1
C -1.7682 0.4215 3.2818 1.0 0.8 -4.5
C -1.9125 -0.5904 2.0955 1.4 2.4 -0.7
C -2.5295 -2.0597 2.3952 -1.7 0.9 -0.4
F -3.8097 -1.8168 3.0499 3.1 -1.0 -1.3
F -2.8649 -2.7686 1.1869 1.5 1.6 3.8
F -1.7445 -2.8263 3.3082 -2.0 1.6 -2.6
C -1.4993 -0.2061 0.6320 0.5 2.0 1.3
H 5.8081 2.3093 1.0718 -1.3 1.7 0.7
H 4.4246 2.7604 2.4547 0.4 -1.5 -1.6
H 4.1460 3.6485 -0.5037 -0.6 -2.3 0.8
H 1.6526 3.2348 -0.0713 0.6 -2.0 0.2
H 1.9877 2.1217 1.3540 0.3 -0.1 -1.6
H 3.3071 -1.7477 -1.1817 0.2 0.5 0.6
H 3.8600 -1.3593 0.4019 -0.1 0.0 -0.7
H 1.4628 -1.9668 2.2237 -0.5 0.2 -1.0
H 0.6700 0.2218 2.2036 0.2 -0.7 -0.5
H 3.7975 0.1197 1.9774 0.0 -0.1 0.7
H 2.0643 2.6765 -2.9305 -1.4 -1.8 0.0
H 2.4943 -0.1284 -3.7802 -1.2 1.3 -0.7
H 2.7594 1.3633 -4.8274 -1.5 -1.1 1.0
H 1.1521 0.4436 -5.0357 1.2 0.5 1.7
H -0.4347 3.3468 1.3155 -0.7 -1.9 -0.1
H -1.1084 2.5825 3.8283 -0.1 -1.2 -1.9
H -2.0948 0.0822 4.3227 0.7 0.9 -1.6
H -1.6073 -0.9487 -0.2577 -0.1 1.2 1.8
C -5.7677 0.3020 7.2712 0.0 0.1 -0.1
C -5.5825 -1.0864 6.6558 -0.3 -0.2 -0.1
C -4.0998 -1.2443 6.3201 -0.6 0.6 -0.5
S -3.2110 -0.2087 7.4769 0.0 0.1 0.7
O -2.5706 0.8586 6.7401 0.1 -0.4 0.0
O -2.4876 -1.0472 8.4065 0.2 0.1 -0.5
C -4.6504 0.4522 8.2955 -0.4 0.2 0.1
H -6.7515 0.4133 7.7318 0.1 0.0 -0.1
H -5.6693 1.0669 6.4937 0.0 0.0 0.1
H -5.8793 -1.8500 7.3835 0.0 0.1 0.0
H -6.2041 -1.2215 5.7676 0.1 0.0 0.1
H -3.7663 -2.2871 6.4344 0.0 0.6 -0.2
H -3.8789 -0.8918 5.3108 0.1 -0.2 0.1
H -4.4707 1.4871 8.5871 0.2 -0.1 0.0
H -4.8423 -0.1603 9.1797 0.1 0.0 -0.1
Be -3.3204 -3.9259 6.7735 0.4 -1.0 0.2
C 2.6340 1.2854 -10.2990 0.3 0.1 0.2
C 2.9230 1.6107 -9.0381 0.1 0.0 -0.3
C 1.9120 1.4978 -7.9663 0.1 0.1 0.3
O 2.1747 1.7968 -6.8133 -0.1 0.1 -0.8
C 0.5695 1.0094 -8.3446 -0.2 -0.1 -0.2
C 0.2801 0.6840 -9.6055 -0.1 0.0 0.4
C 1.2911 0.7968 -10.6777 -0.2 -0.2 -0.6
O 1.0288 0.4985 -11.8277 0.1 0.1 0.4
H 3.3622 1.3627 -11.0968 0.0 0.0 0.0
H 3.9017 1.9694 -8.7439 0.0 0.0 0.0
H -0.1587 0.9321 -7.5466 0.0 0.0 0.0
H -0.6986 0.3253 -9.8994 0.0 0.0 0.0
Cl 2.5801 -3.7379 2.7263 1.0 0.4 5.1

72
Properties=species:S:1:pos:R:3:forces:R:3 method="wB97M-V/def2-TZVPD" total_charge=-2 e_tot_ev=-77991.567 de_lowest_kcal_mol=0.15
Bi 0.4464 1.0216 -0.8564 0.3 0.2 0.1
O -1.8414 4.4433 -1.6731 0.0 0.0 0.0
C -1.5018 3.2963 -1.9245 0.0 0.2 0.0
O -1.2737 2.4050 -1.0072 0.0 -0.2 0.0
C -1.4758 2.8607 -3.3934 0.0 0.0 0.0
C -1.7795 1.3722 -3.6023 0.0 0.0 0.0
C -2.1158 1.1143 -5.0818 0.0 0.1 0.0
C -0.7067 1.1237 -5.7283 0.0 0.0 0.0
C 0.1549 1.5301 -4.5303 0.0 0.0 0.0
O -0.4771 0.7720 -3.4806 0.1 0.1 0.0
C -0.1188 3.0043 -4.1596 0.0 -0.1 -0.1
C 1.0994 3.6234 -3.4319 -0.3 0.2 0.2
O 1.7266 4.4912 -4.0557 0.1 0.0 -0.1
O 1.3522 3.1619 -2.2848 0.0 -0.1 0.1
H -2.2307 3.4893 -3.8671 0.0 0.0 -0.1
H -2.4512 0.9249 -2.8743 0.0 0.0 0.0
H -2.7666 1.8958 -5.4775 0.0 0.0 0.0
H -2.6135 0.1534 -5.2105 0.0 0.0 0.0
H -0.6117 1.8141 -6.5664 0.0 0.0 0.0
H -0.4266 0.1231 -6.0603 0.0 0.0 0.0
H 1.2073 1.2621 -4.5862 0.0 0.0 0.0
H -0.2684 3.5878 -5.0687 0.0 0.0 0.0
C -2.1409 -3.5828 4.9644 0.0 0.0 0.0
C -2.1870 -3.0314 3.5639 0.0 0.0 0.0
C -1.8709 -3.8388 2.4735 0.0 0.0 0.0
C -1.8922 -3.3360 1.1840 0.0 0.0 0.0
C -2.2155 -2.0005 0.9723 0.0 0.0 0.0
C -2.5469 -1.1868 2.0430 0.1 0.0 0.0
C -2.5359 -1.7086 3.3290 0.1 0.1 0.0
S -2.1223 -1.3006 -0.6617 0.1 0.1 0.1
O -2.8182 -0.0421 -0.5855 -0.1 0.0 0.0
O -2.6252 -2.3299 -1.5465 0.0 0.0 0.0
N -0.5801 -1.0215 -0.9116 -0.1 -0.1 -0.2
C 0.1899 -2.1619 -1.4240 0.0 0.1 0.1
C 1.6983 -1.9047 -1.5564 0.0 0.0 0.0
O 2.3551 -2.7780 -2.1213 0.0 0.0 0.0
O 2.1497 -0.8325 -1.0278 -0.1 0.0 0.0
H -1.2428 -4.1845 5.1139 0.0 0.0 0.0
H -3.0061 -4.2181 5.1733 0.0 0.0 0.0
H -2.1306 -2.7772 5.6986 0.0 0.0 0.0
H -1.5908 -4.8738 2.6399 0.0 0.0 0.0
H -1.6626 -3.9730 0.3403 0.0 0.0 0.0
H -2.7728 -0.1454 1.8601 0.0 0.0 0.0
H -2.7611 -1.0581 4.1662 0.0 0.0 0.0
H -0.1841 -2.4989 -2.3897 0.0 0.0 0.0
H 0.1215 -3.0119 -0.7327 0.0 0.0 0.0
C 4.8699 -0.2359 0.8414 0.0 0.0 0.0
S 4.8098 1.5497 0.5607 -0.1 0.0 0.0
C 4.4477 1.5437 -1.2120 0.0 0.0 0.1
H 4.0513 -0.7101 0.2992 0.0 0.0 0.0
H 4.7373 -0.4096 1.9086 0.0 0.0 0.0
H 5.8208 -0.6623 0.5187 0.0 0.0 0.0
H 5.3376 1.3073 -1.7956 0.0 0.0 0.0
H 4.0654 2.5260 -1.4858 0.0 0.0 0.0
H 3.6773 0.7965 -1.3904 0.0 0.0 -0.1
C 1.5993 -1.5392 4.3843 0.0 0.0 0.0
C 1.8777 -1.7340 3.0132 0.0 0.0 0.0
C 1.3783 -0.8734 2.0760 0.0 0.0 0.0
C 0.5658 0.2331 2.4410 0.0 0.0 0.0
C 0.0217 1.1266 1.4622 0.0 0.0 0.0
C -0.7723 2.1554 1.9088 0.1 0.0 0.0
C -1.0600 2.3373 3.2838 0.0 0.0 0.0
C -0.5379 1.4963 4.2208 0.0 0.0 0.0
C 0.2919 0.4207 3.8214 0.0 0.0 0.0
C 0.8273 -0.4827 4.7735 0.0 0.0 0.0
H 1.9960 -2.2279 5.1219 0.0 0.0 0.0
H 2.4900 -2.5710 2.6993 0.0 0.0 0.0
H 1.5990 -1.0321 1.0267 0.0 0.0 0.0
H -1.1992 2.8442 1.1906 0.0 0.0 0.0
H -1.6992 3.1602 3.5866 0.0 0.0 0.0
H -0.7522 1.6301 5.2771 0.0 0.0 0.0
H 0.6005 -0.3225 5.8236 0.0 0.0 0.0

70
Properties=species:S:1:pos:R:3:forces:R:3 method="wB97M-V/def2-TZVPD" total_charge=+1 e_tot_ev=-158857.487 de_lowest_kcal_mol=28.89
Fe 0.8584 2.2815 -0.3573 0.1 0.8 1.0
O 1.1981 6.2608 -0.2346 0.0 0.1 0.0
C 1.2865 5.0587 -0.4329 0.0 -0.2 0.1
N 0.3398 4.1156 -0.3106 -0.1 0.5 -0.2
C -0.6796 4.4029 0.6609 -0.1 0.1 0.1
C -0.4060 3.4811 1.8261 -0.1 0.2 0.1
C -1.0845 3.5539 3.0350 0.1 0.0 0.1
C -0.7492 2.6806 4.0549 0.0 0.0 -0.1
C 0.2706 1.7603 3.8400 0.0 0.1 0.0
C 0.8915 1.7432 2.6063 0.2 -0.1 0.2
N 0.5597 2.5746 1.6155 -0.5 -0.7 -0.1
C 2.6307 4.4323 -0.6789 0.2 0.0 0.0
C 3.7401 5.1704 -1.0518 -0.1 -0.1 0.1
C 4.9750 4.5450 -1.0735 0.0 -0.1 0.0
C 5.0567 3.2120 -0.6947 -0.1 0.0 0.0
C 3.8971 2.5431 -0.3434 0.2 0.0 0.0
N 2.7013 3.1339 -0.3412 0.0 -0.3 -0.7
H -1.7007 4.2514 0.2925 0.0 0.0 0.0
H -0.6112 5.4454 0.9902 -0.1 -0.1 0.0
H -1.8529 4.3025 3.1639 0.0 0.0 0.0
H -1.2615 2.7231 5.0059 0.0 0.0 0.0
H 0.5837 1.0720 4.6111 0.0 0.0 0.0
H 1.6922 1.0491 2.3847 -0.1 0.0 0.0
H 3.6042 6.2159 -1.2888 0.0 0.0 0.0
H 5.8627 5.0877 -1.3653 0.0 0.0 0.0
H 6.0013 2.6898 -0.6686 0.0 0.0 0.0
H 3.9221 1.4992 -0.0578 0.0 0.0 0.0
C -4.3452 0.1075 0.2227 -0.1 0.0 0.1
C -3.2164 0.6293 -0.6102 0.1 0.2 -0.2
C -3.2001 0.5029 -1.9982 0.2 0.1 -0.1
C -2.1362 1.0105 -2.7478 -0.6 -0.1 0.6
C -1.1691 1.6555 -2.0212 0.6 0.5 -0.5
Br 0.3898 2.3734 -2.8828 -0.2 -0.4 -0.1
N -1.1347 1.8136 -0.7067 0.3 -1.2 -0.3
C -2.1378 1.2726 -0.0090 -0.1 0.2 -0.1
H -5.1367 -0.3004 -0.4024 0.0 0.0 0.0
H -4.7756 0.8973 0.8382 0.0 0.0 0.0
H -4.0063 -0.6811 0.8929 0.0 0.0 0.0
H -4.0204 0.0066 -2.4996 0.0 0.0 0.0
H -2.0744 0.9179 -3.8197 0.0 0.0 -0.1
H -2.0856 1.3901 1.0668 0.0 0.0 0.1
C -3.0013 -3.3024 1.4698 0.0 0.0 0.0
C -1.8895 -2.3320 1.0994 0.1 -0.1 0.0
C -0.5577 -3.0640 0.9799 -0.1 -0.1 0.0
N 0.5606 -2.1656 0.7011 0.1 0.4 -0.2
C 0.7897 -1.4399 -0.3926 0.0 -0.1 0.1
S 1.8172 -0.0718 -0.3240 -0.1 0.1 0.1
N 0.2475 -1.7963 -1.5895 0.0 0.2 0.1
C -0.1596 -3.0372 -2.1527 -0.3 -0.1 0.1
O -1.0289 -3.0093 -2.9852 0.1 0.0 0.0
C 0.5410 -4.2784 -1.7400 0.2 0.0 -0.1
C 1.8748 -4.2774 -1.3307 -0.2 0.0 -0.1
C 2.4982 -5.4783 -1.0348 0.0 0.0 0.0
C 1.7933 -6.6688 -1.1332 0.1 0.0 0.0
C 0.4697 -6.6710 -1.5478 -0.1 0.0 0.0
C -0.1560 -5.4807 -1.8653 0.0 0.1 0.0
H -3.9633 -2.7987 1.5334 -0.1 0.0 0.0
H -2.8104 -3.7726 2.4345 0.0 0.0 0.0
H -3.0946 -4.0939 0.7263 0.0 0.0 0.0
H -1.7988 -1.5426 1.8518 0.0 0.0 0.0
H -2.1157 -1.8451 0.1471 0.0 0.0 0.0
H -0.6124 -3.8422 0.2252 0.0 0.0 0.0
H -0.3107 -3.5711 1.9137 0.0 0.0 0.0
H 1.0468 -1.7980 1.5062 0.0 0.0 0.0
H 0.1777 -1.0312 -2.2485 0.1 0.0 0.0
H 2.4358 -3.3554 -1.2772 0.0 0.1 0.0
H 3.5356 -5.4862 -0.7315 0.0 0.0 0.0
H 2.2839 -7.6038 -0.9019 0.0 0.0 0.0
H -0.0687 -7.6041 -1.6355 0.0 0.0 0.0
H -1.1809 -5.4639 -2.2086 0.0 0.0 0.0